(1)
96
Properties=species:S:1:pos:R:3 method="wB97M-V/def2-TZVPD" e_lumo_ev=-6.32 e_tot_ev=-92346.0734 relative_energy_ev=1.572 gap_ev=6.6275 fmax_ev_per_a=1.20 total_charge=+2
Pd 0.71793 0.11146 -0.15586
C -0.66831 0.95400 3.24739
N -0.97167 1.08416 1.81202
P -1.33934 -0.23439 0.81489
C -2.70214 0.31745 -0.22542
C -3.76102 1.02753 0.34367
C -4.83402 1.40994 -0.44120
C -4.86947 1.06774 -1.78822
C -3.83066 0.34039 -2.35008
C -2.74472 -0.03525 -1.56985
C -2.01801 -1.54216 1.84037
C -1.84725 -2.86740 1.44319
C -2.49544 -3.88817 2.12194
C -3.32239 -3.58562 3.19215
C -3.51117 -2.26527 3.57767
C -2.87042 -1.23965 2.90459
P -0.34238 2.33942 0.73372
C -1.68801 3.54172 0.91206
C -2.15605 3.89433 2.17912
C -3.23341 4.75231 2.29741
C -3.84366 5.27212 1.15803
C -3.37615 4.93430 -0.09999
C -2.29870 4.06361 -0.22022
C 1.00979 3.14598 1.65997
C 1.10493 4.53700 1.66007
C 2.14865 5.17023 2.32239
C 3.08669 4.42565 3.02137
C 2.99846 3.03886 3.02834
C 1.98488 2.40885 2.32714
H -1.56235 1.01903 3.86509
H -0.00446 1.75780 3.54826
H -0.17353 0.00266 3.45460
H -3.73584 1.31050 1.38869
H -5.64630 1.97218 -0.00179
H -5.71504 1.35979 -2.39576
H -3.87225 0.04890 -3.39101
H -1.94581 -0.62862 -1.99908
H -1.21660 -3.11066 0.60174
H -2.35812 -4.91469 1.81155
H -3.83409 -4.37825 3.72017
H -4.16893 -2.03298 4.40390
H -3.05393 -0.21710 3.19942
H -1.67751 3.51335 3.07262
H -3.59512 5.03053 3.27780
H -4.68287 5.94668 1.25859
H -3.84715 5.34032 -0.98399
H -1.94262 3.78478 -1.20561
H 0.35902 5.13690 1.15514
H 2.21037 6.24928 2.30878
H 3.88284 4.92087 3.55972
H 3.72312 2.44984 3.57578
H 1.93693 1.32337 2.31608
C 3.22344 -2.59671 2.57573
C 2.64548 -1.49610 1.97515
N 1.71840 -1.60149 1.01251
C 1.37863 -2.82458 0.61281
C 1.92619 -3.99205 1.12998
C 2.85012 -3.86475 2.15622
C 1.45967 -5.30586 0.64121
C 1.33854 -5.71538 -0.62120
C 1.76131 -5.05361 -1.87526
C 1.23722 -5.50625 -3.07881
C 1.64321 -4.86597 -4.23425
N 2.53190 -3.87295 -4.22155
C 3.00568 -3.55558 -3.02147
N 2.66559 -4.06543 -1.84549
H 3.95686 -2.46188 3.35750
H 2.93139 -0.49410 2.26773
H 0.64728 -2.88875 -0.18179
H 3.28495 -4.74438 2.61230
H 1.15622 -6.00190 1.41634
H 0.88901 -6.69003 -0.77257
H 0.52663 -6.31960 -3.11311
H 1.25050 -5.15949 -5.20054
H 3.75688 -2.77406 -3.00403
S 0.67015 -1.26536 -2.26229
C 0.38698 -0.20437 -3.56997
N -0.04513 1.05591 -3.50717
C -0.36506 1.56764 -4.84507
C 0.35944 0.55424 -5.75515
N 0.58453 -0.56251 -4.83471
H -0.48329 1.39187 -2.65998
H 0.00720 2.58046 -4.97393
H -1.44483 1.56033 -5.00297
H 1.31110 0.94011 -6.12112
H -0.24942 0.24669 -6.60158
H 1.05801 -1.42254 -5.07150
C 4.04361 2.32419 -0.25735
Te 2.89950 0.93528 -1.36486
C 4.18443 -0.69689 -0.98777
H 4.27718 1.92705 0.72386
H 3.48584 3.25160 -0.16112
H 4.94866 2.48504 -0.83806
H 5.00765 -0.64266 -1.69503
H 3.61808 -1.61544 -1.12051
H 4.55354 -0.62338 0.03152

(2)
100
Properties=species:S:1:pos:R:3 method="wB97M-V/def2-TZVPD" e_lumo_ev=-9.24 e_tot_ev=-156141.0116 relative_energy_ev=1.977 gap_ev=7.0437 fmax_ev_per_a=2.53 total_charge=+3
Zr -0.01417 0.23274 -0.55709
Se 4.10715 -6.44020 -1.22676
N 2.55213 -5.91235 -1.80898
C 2.28357 -4.70492 -1.34654
C 1.10198 -3.95117 -1.63969
C 0.07788 -4.43529 -2.46725
C -1.02354 -3.63939 -2.70352
C -1.08273 -2.37636 -2.11362
N -0.12099 -1.89039 -1.33255
C 0.97207 -2.65640 -1.08768
C 2.00767 -2.10352 -0.23448
N 1.82177 -0.85267 0.26507
C 2.77106 -0.33490 1.04788
C 3.94851 -1.00340 1.37200
C 4.15736 -2.27134 0.86873
C 3.17470 -2.85037 0.05395
C 3.30670 -4.15898 -0.51041
N 4.34772 -4.95597 -0.34393
H 0.18042 -5.41804 -2.90256
H -1.82573 -3.97457 -3.34180
H -1.93670 -1.72484 -2.28090
H 2.58009 0.66586 1.43484
H 4.68552 -0.52991 1.99938
H 5.05448 -2.83151 1.08316
N -0.71917 -1.08786 1.51193
C -1.77045 -0.64600 2.44378
C -2.13558 -1.44846 3.51696
C -3.13412 -1.03838 4.38462
C -3.77906 0.17025 4.16682
C -3.41862 0.97435 3.10024
C -2.40217 0.58028 2.23253
P -1.84470 1.64003 0.83562
C -2.21059 3.28582 1.51997
C -1.19919 3.83204 2.31051
C -1.45006 4.95455 3.07667
C -2.69541 5.56344 3.02255
C -3.68874 5.04571 2.20678
C -3.46298 3.89395 1.47038
C -3.11648 1.23748 -0.42005
C -3.43432 -0.11583 -0.59096
C -4.35472 -0.48925 -1.55617
C -4.94892 0.47470 -2.35934
C -4.59786 1.80776 -2.22339
C -3.66765 2.19476 -1.27024
H 0.09506 -1.32210 2.09685
H -1.03365 -1.99443 1.13631
H -1.64631 -2.40055 3.67481
H -3.40859 -1.66171 5.22265
H -4.56707 0.49141 4.82702
H -3.91670 1.92008 2.94585
H -0.22743 3.34054 2.33915
H -0.68667 5.35154 3.72580
H -2.89338 6.43873 3.62107
H -4.65407 5.52430 2.15752
H -4.26347 3.47437 0.88020
H -3.01268 -0.86336 0.08346
H -4.63891 -1.52470 -1.67527
H -5.68978 0.17659 -3.08382
H -5.05827 2.54330 -2.86253
H -3.37441 3.23386 -1.18917
C 3.98488 6.49156 -0.14622
Si 2.33331 5.69395 0.34537
C 1.82518 6.03699 2.14821
C 0.89019 6.24123 -0.77581
C 2.54437 3.73959 0.22792
Te 0.79933 2.98433 -0.78248
C 1.69860 3.34350 -2.71610
Si 2.72037 1.91010 -3.51973
C 2.23530 0.30688 -2.56453
C 4.55581 2.20772 -3.13418
C 2.23873 1.57788 -5.32157
H 3.94800 7.55573 0.07032
H 4.21513 6.39313 -1.20302
H 4.82135 6.08786 0.41735
H 1.19339 6.91794 2.19423
H 2.68306 6.23685 2.78096
H 1.27499 5.21331 2.59010
H 0.93859 7.31259 -0.94599
H -0.06858 6.03100 -0.30409
H 0.89707 5.76735 -1.75573
H 2.61795 3.31688 1.22777
H 3.43454 3.45139 -0.32822
H 2.33310 4.21985 -2.58726
H 0.88133 3.64894 -3.36770
H 2.57563 0.41188 -1.53089
H 2.74059 -0.55628 -2.99458
H 1.15582 0.11464 -2.64398
H 4.76042 2.32645 -2.07198
H 4.91361 3.10044 -3.63663
H 5.17325 1.38846 -3.49097
H 1.22646 1.19068 -5.42220
H 2.90578 0.83716 -5.75588
H 2.31744 2.46905 -5.93517
O -0.93310 0.52933 -2.21567
N -1.06274 1.84825 -2.49716
C -1.63877 2.18620 -3.60233
C -1.77281 3.57774 -3.85721
N -1.86331 4.70476 -4.02390
C -2.11625 1.23660 -4.54904
N -2.43207 0.38446 -5.24447

(3)
100
Properties=species:S:1:pos:R:3 method="wB97M-V/def2-TZVPD" multiplicity=2 e_lumo_ev="2.32 / 2.32" e_tot_ev=-157722.1650 relative_energy_ev=1.759 gap_ev="5.1850 / 5.2361" fmax_ev_per_a=0.66 total_charge=-1
V 0.83438 -0.05492 -0.23488
C -2.32758 -5.07869 1.32013
C -2.55021 -3.60789 1.18361
C -3.68872 -2.89112 1.48028
C -3.36594 -1.56549 1.13527
N -2.12592 -1.48418 0.68345
N -1.62498 -2.73756 0.70746
B -0.18736 -3.09375 0.23674
N 0.85687 -2.52739 1.25809
N 0.94209 -1.19314 1.54326
C 1.78913 -1.09138 2.59369
C 2.27027 -2.35165 2.92859
C 1.65592 -3.23390 2.05951
C 1.79658 -4.71871 2.00197
C 2.07448 0.10616 3.41863
C 2.45323 1.34387 2.91984
C 2.73211 2.39923 3.78112
C 2.63259 2.23308 5.15330
C 2.25359 0.99788 5.66513
C 1.97983 -0.05348 4.80697
N 0.11991 -2.59965 -1.14994
N -0.14795 -1.25648 -1.46740
C -0.06883 -1.14643 -2.86053
C 0.37535 -2.43068 -3.34661
C 0.44408 -3.26194 -2.27766
C 0.79449 -4.71204 -2.26238
C -0.43563 -0.04541 -3.62511
C -1.10657 1.17733 -3.03862
C -1.39566 2.24423 -4.06159
C -1.18049 2.09391 -5.37029
C -0.63254 0.86083 -5.91370
C -0.28754 -0.12298 -5.04960
C -4.24016 -0.38294 1.17540
C -4.08983 0.65076 0.25408
C -4.92842 1.75423 0.28609
C -5.93568 1.84317 1.23720
C -6.10076 0.81300 2.15344
C -5.26255 -0.29040 2.12000
H -3.23990 -5.54205 1.69544
H -2.07754 -5.54011 0.36423
H -1.51886 -5.30952 2.01536
H -4.62437 -3.28458 1.83995
H -0.08711 -4.28456 0.28889
H 2.95754 -2.59061 3.72166
H 2.50377 -5.03916 2.76640
H 0.84688 -5.22338 2.17514
H 2.16564 -5.04649 1.03004
H 2.53768 1.52048 1.85646
H 3.02385 3.34818 3.34968
H 2.84568 3.05747 5.82265
H 2.16310 0.85552 6.73510
H 1.66465 -1.00862 5.20882
H 0.54815 -2.71717 -4.36827
H 0.94617 -5.05910 -3.28357
H 1.71307 -4.89009 -1.69959
H 0.00856 -5.31222 -1.80245
H -2.03779 0.89448 -2.51680
H -1.79287 3.18487 -3.69218
H -1.40705 2.91473 -6.04307
H -0.49305 0.74748 -6.98004
H 0.13483 -1.03365 -5.45885
H -3.32900 0.56928 -0.51361
H -4.79768 2.54403 -0.44371
H -6.59007 2.70541 1.26095
H -6.88356 0.86984 2.90007
H -5.38598 -1.08408 2.84651
N -0.96665 1.01508 3.11727
C -0.76835 2.44352 2.90601
C -1.46453 2.90088 1.63321
C -0.78571 2.53046 0.31295
N -0.47291 1.13806 0.09937
H -1.92657 0.80283 3.36093
H -0.36108 0.65100 3.84105
H 0.30327 2.63359 2.82264
H -1.13426 3.05736 3.74372
H -1.51990 3.99441 1.63536
H -2.49774 2.53764 1.65133
H 0.14597 3.09009 0.21516
H -1.44247 2.85437 -0.50874
H -0.50400 1.63097 -2.24469
H -1.19573 0.48131 0.41894
Br 3.68924 3.82620 -6.38501
C 3.33857 3.47153 -4.55101
C 2.45191 2.46725 -4.21303
C 2.21422 2.21674 -2.86741
C 2.82740 2.96902 -1.87872
C 3.70997 3.98225 -2.25117
C 3.97844 4.23371 -3.58495
C 2.56886 2.75228 -0.40398
O 2.93794 3.60833 0.39939
O 1.98538 1.66321 -0.05635
H 1.93410 1.89460 -4.96918
H 1.52561 1.41973 -2.62909
H 4.16939 4.57031 -1.46791
H 4.66624 5.01617 -3.87540
C 3.75582 -0.52669 -0.96559
O 2.38198 -0.67751 -0.79230
H 4.08296 0.45174 -0.60140
H 3.99427 -0.61618 -2.02992
H 4.26207 -1.31612 -0.40160